1.
76
Properties=species:S:1:pos:R:3 method="wB97M-V/def2-TZVPD" e_lumo_ev=-3.06 spin_multiplicity=1 charge=+1 homo_ev=-12.428
C -4.32 0.90 2.55
C -5.40 1.68 1.79
C -5.79 1.12 0.40
C -5.56 -0.38 0.16
C -4.18 -0.73 -0.43
C -3.43 -1.80 0.37
C -2.13 -2.23 -0.29
C -1.11 -2.86 0.68
C 0.35 -2.41 0.45
C 1.00 -1.88 1.73
C 2.54 -1.85 1.86
C 3.29 -3.01 1.18
N 4.05 -2.52 -0.03
C 3.31 -1.51 -0.84
C 3.10 -0.20 -0.06
C 4.15 0.86 -0.42
C 4.49 1.13 -1.89
C 3.43 1.74 -2.81
C 2.76 2.99 -2.21
C 2.40 0.74 -3.35
O 1.78 0.16 -0.42
C 1.19 1.29 0.20
C -0.20 1.48 -0.37
C -0.98 2.56 0.38
C -2.46 2.57 0.02
C 3.22 -0.54 1.44
H -4.12 1.38 3.50
H -3.39 0.89 1.98
H -4.62 -0.13 2.75
H -6.28 1.77 2.43
H -5.00 2.68 1.64
H -6.84 1.32 0.25
H -5.25 1.68 -0.37
H -5.74 -0.98 1.05
H -6.32 -0.70 -0.56
H -4.27 -1.05 -1.47
H -3.57 0.18 -0.43
H -4.10 -2.65 0.51
H -3.21 -1.39 1.36
H -2.35 -2.96 -1.07
H -1.68 -1.37 -0.81
H -1.20 -3.94 0.62
H -1.41 -2.59 1.70
H 0.32 -1.65 -0.32
H 0.89 -3.26 0.03
H 0.61 -2.45 2.57
H 0.64 -0.86 1.88
H 2.75 -1.95 2.93
H 2.65 -3.83 0.88
H 4.04 -3.42 1.86
H 4.25 -3.33 -0.62
H 4.96 -2.16 0.26
H 3.86 -1.37 -1.77
H 2.35 -1.95 -1.09
H 5.09 0.54 0.06
H 3.90 1.80 0.05
H 5.33 1.83 -1.87
H 4.90 0.24 -2.38
H 3.98 2.09 -3.68
H 3.31 3.38 -1.36
H 1.72 2.81 -1.94
H 2.75 3.80 -2.95
H 1.47 0.78 -2.79
H 2.14 0.99 -4.38
H 2.76 -0.29 -3.33
H 1.78 2.19 0.03
H 1.10 1.16 1.28
H -0.15 1.67 -1.44
H -0.73 0.52 -0.25
H -0.88 2.35 1.44
H -0.52 3.53 0.19
H -3.01 1.84 0.63
H -2.90 3.54 0.23
H -2.63 2.35 -1.03
H 4.28 -0.63 1.69
H 2.85 0.29 2.05

---

2.
58
Properties=species:S:1:pos:R:3 method="wB97M-V/def2-TZVPD" de_lowest_kj_mol=598.2 e_lumo_ev=-0.12 spin_multiplicity=1 charge=0 homo_ev=-9.464
C 2.04 -0.25 0.01
N 1.67 0.94 -0.80
C 0.17 1.08 -0.96
O -0.22 -0.14 -1.59
C 2.58 -1.38 -0.83
C 1.93 -2.75 -0.75
C 1.24 -3.02 0.55
O 0.12 -2.63 0.80
H 2.73 0.08 0.84
H 1.16 -0.65 0.55
H 2.21 1.15 -1.60
H 0.02 1.81 -1.75
H -0.25 1.26 0.04
H -0.40 -0.90 -0.98
H 2.75 -1.00 -1.85
H 3.52 -1.55 -0.38
H 2.66 -3.52 -0.87
H 1.18 -2.94 -1.58
H 1.85 -3.62 1.20
H 0.49 1.59 -4.41
H 0.74 2.99 -3.82
O 0.07 2.32 -3.91
H 1.12 -0.04 4.78
H -0.25 -0.13 4.34
O 0.22 -0.20 5.18
H -1.91 -4.33 -1.14
H -0.72 -4.84 -0.28
O -0.97 -4.30 -1.06
H 2.34 0.97 -4.00
H 2.93 1.66 -2.90
O 3.04 1.62 -3.84
H 2.48 1.68 4.55
H 3.62 2.16 3.49
O 3.09 1.46 3.87
H 0.78 2.63 0.51
H 1.22 3.89 1.04
O 0.41 3.38 0.97
H -1.43 -3.40 1.40
H -2.56 -3.83 2.41
O -2.09 -4.06 1.62
H -3.29 1.63 -2.87
H -3.99 2.84 -2.30
O -3.92 2.32 -3.10
H -1.47 2.59 3.25
H -1.61 0.98 3.53
O -1.29 1.67 2.98
H -3.00 3.54 0.84
H -2.19 2.25 1.01
O -2.73 2.74 0.39
H -2.33 -1.58 3.32
H -0.96 -1.52 2.55
O -1.61 -1.01 3.08
H -3.89 0.83 0.00
H -5.39 0.98 0.05
O -4.69 0.36 -0.17
H 0.92 -1.13 -4.48
H 0.74 -0.26 -3.05
O 1.14 -0.42 -3.89

---

3.
92
Properties=species:S:1:pos:R:3 method="wB97M-V/def2-TZVPD" e_lumo_ev=1.84 spin_multiplicity=1 charge=-1 homo_ev=-4.107
N 5.43 -0.43 0.70
P 3.95 -0.95 0.57
O 4.01 -2.41 -0.20
O 3.31 -1.16 2.07
C 2.85 0.19 -0.40
C 3.48 0.71 -1.73
C 4.70 1.67 -1.60
C 4.42 2.97 -0.79
C 5.12 4.26 -1.37
N 4.30 5.42 -1.01
C 4.36 6.22 0.11
C 3.31 7.15 -0.02
C 2.64 6.94 -1.30
C 3.33 5.85 -1.88
C 2.00 1.18 0.49
O 0.85 1.59 -0.23
P 0.32 0.17 -1.09
P -0.75 -0.76 0.63
O -1.03 0.31 1.65
O -2.19 -1.43 0.13
O 0.17 -1.91 1.39
O 1.81 -0.71 -0.90
H 5.72 -0.29 1.67
H 4.80 -2.30 -0.76
H 3.84 -0.64 2.68
H 2.75 1.18 -2.40
H 3.85 -0.20 -2.26
H 5.61 1.19 -1.20
H 4.95 2.00 -2.63
H 4.81 2.85 0.25
H 3.34 3.21 -0.69
H 6.13 4.30 -0.94
H 5.20 4.22 -2.47
H 5.06 6.11 0.93
H 2.98 7.93 0.67
H 1.79 7.46 -1.74
H 3.19 5.33 -2.83
H 2.53 2.03 0.97
H 1.67 0.57 1.36
H 0.68 0.77 -2.36
H -0.94 0.90 -1.25
H -0.27 -0.87 -1.90
H -2.79 -0.68 -0.02
H -0.11 -1.98 2.32
Cl -4.78 0.78 0.21
C -5.60 -0.79 0.40
C -6.97 -0.64 1.03
Cl -6.87 -0.15 2.74
H -4.95 -1.44 0.98
H -5.70 -1.21 -0.60
H -7.48 -1.60 1.01
H -7.58 0.09 0.50
Cl -0.80 -2.02 4.44
C -0.03 -3.29 5.42
C -1.00 -4.38 5.80
Cl -2.24 -3.82 6.96
H 0.40 -2.82 6.30
H 0.78 -3.71 4.82
H -0.46 -5.20 6.29
H -1.51 -4.78 4.93
Cl 2.81 -0.75 6.89
C 2.90 -1.02 8.64
C 2.55 -2.44 9.02
Cl 0.83 -2.80 8.74
H 2.24 -0.31 9.13
H 3.93 -0.81 8.95
H 2.74 -2.60 10.08
H 3.14 -3.16 8.45
Cl -0.59 -1.11 -5.29
C -1.39 -2.69 -5.09
C -2.75 -2.55 -4.44
Cl -2.62 -2.05 -2.73
H -0.73 -3.33 -4.51
H -1.51 -3.12 -6.08
H -3.26 -3.52 -4.45
H -3.37 -1.83 -4.96
Cl -2.14 -4.68 -8.26
C -2.94 -6.23 -7.94
C -4.27 -6.06 -7.23
Cl -4.08 -5.49 -5.55
H -2.26 -6.86 -7.37
H -3.10 -6.70 -8.91
H -4.78 -7.02 -7.18
H -4.91 -5.36 -7.76
Cl -5.29 4.98 -2.85
C -4.82 5.29 -1.16
C -5.69 4.55 -0.18
Cl -7.36 5.19 -0.15
H -4.84 6.36 -0.99
H -3.79 4.95 -1.05
H -5.29 4.66 0.83
H -5.75 3.49 -0.41

---

4.
82
Properties=species:S:1:pos:R:3 method="wB97M-V/def2-TZVPD" de_lowest_kj_mol=0.0 e_lumo_ev="3.26 / 3.26" spin_multiplicity=1 charge=-2 homo_ev="-1.013 / -0.988"
Co -1.19 -0.46 0.61
C -5.61 11.56 -3.36
O -5.21 10.53 -4.24
C -4.72 9.38 -3.67
C -4.53 8.30 -4.52
C -4.02 7.11 -4.03
C -3.69 6.96 -2.68
C -3.88 8.06 -1.85
C -4.39 9.26 -2.33
N -3.17 5.71 -2.29
N -3.11 5.58 -1.04
C -2.69 4.40 -0.50
C -2.74 4.38 0.91
C -2.43 3.29 1.69
C -2.04 2.08 1.07
O -1.79 1.02 1.67
C -1.93 2.09 -0.39
N -1.49 0.91 -0.89
C -1.35 0.78 -2.19
C -1.61 1.84 -3.06
C -2.06 3.04 -2.57
C -2.24 3.20 -1.18
H -6.12 12.30 -3.97
H -4.75 12.03 -2.87
H -6.30 11.19 -2.60
H -4.79 8.41 -5.57
H -3.88 6.26 -4.69
H -3.61 7.96 -0.80
H -4.50 10.09 -1.65
H -3.05 5.30 1.38
H -2.48 3.33 2.77
H -0.99 -0.18 -2.53
H -1.46 1.70 -4.13
H -2.28 3.87 -3.23
S 1.41 -2.12 4.63
Sb 0.03 -0.58 3.61
S 0.93 -0.22 1.34
S -1.60 -1.87 2.26
O 0.13 -3.29 -2.21
C -0.35 -2.53 -1.40
N -0.87 -1.79 -0.64
C 4.49 -1.70 -5.62
C 3.28 -1.15 -4.85
C 2.49 -2.34 -4.27
C 2.35 -0.45 -5.85
Si 3.82 0.08 -3.47
Br 2.03 0.39 -2.16
C 5.18 -0.63 -2.31
C 4.93 -2.11 -2.01
C 6.58 -0.49 -2.93
C 5.17 0.09 -0.95
C 4.24 1.83 -4.16
C 5.22 1.75 -5.35
C 4.87 2.70 -3.07
C 2.98 2.58 -4.63
H 4.14 -2.34 -6.44
H 5.14 -2.31 -4.98
H 5.10 -0.90 -6.06
H 2.15 -2.97 -5.11
H 1.60 -2.03 -3.73
H 3.07 -2.96 -3.61
H 1.96 -1.20 -6.55
H 2.86 0.31 -6.43
H 1.49 0.01 -5.34
H 5.06 -2.75 -2.89
H 3.93 -2.28 -1.60
H 5.65 -2.44 -1.25
H 6.64 -0.95 -3.92
H 7.31 -1.00 -2.29
H 6.89 0.55 -3.03
H 4.24 -0.11 -0.40
H 5.29 1.17 -1.02
H 5.99 -0.30 -0.34
H 6.12 1.17 -5.11
H 5.55 2.76 -5.62
H 4.75 1.31 -6.23
H 5.84 2.33 -2.74
H 4.22 2.78 -2.20
H 5.02 3.72 -3.46
H 2.45 2.07 -5.43
H 3.28 3.57 -5.00
H 2.28 2.73 -3.81

---

5.
49
Properties=species:S:1:pos:R:3 method="wB97M-V/def2-TZVPD" e_lumo_ev=-1.19 spin_multiplicity=1 charge=0 homo_ev=-7.625
C 1.11 -3.26 -0.78
C 1.04 -1.93 -0.72
C 0.74 -0.33 -0.61
C 1.34 0.19 -2.05
C 2.09 -0.70 -2.96
C -0.84 0.03 -0.42
C -1.03 1.56 -0.87
C -1.60 1.71 -2.42
N -2.68 2.74 -2.55
C -1.45 -0.35 1.04
C -2.99 0.19 1.26
C -4.03 -0.50 0.18
C -4.12 -0.13 -1.22
C -1.55 -1.93 1.34
F -2.63 -2.32 2.25
F -0.39 -2.54 1.92
F -1.84 -2.70 0.13
S -0.33 0.59 2.25
O -0.09 -0.15 3.55
O -1.15 1.83 2.64
O 1.04 1.19 1.50
C 1.70 0.25 0.61
S 3.03 1.27 -0.28
N 2.45 -0.81 1.33
C 3.49 -0.26 2.26
C 5.03 -0.64 1.79
H 1.28 -4.39 -0.82
H 1.17 1.26 -2.46
H 3.20 -0.98 -2.79
H 1.54 -1.06 -3.90
H -1.40 -0.62 -1.22
H -0.05 2.19 -0.86
H -1.76 2.19 -0.25
H -1.94 0.68 -2.85
H -0.74 2.05 -3.13
H -2.22 3.67 -2.49
H -3.34 2.65 -1.75
H -3.36 0.05 2.36
H -3.12 1.32 1.08
H -4.71 -1.32 0.65
H -4.61 0.86 -1.58
H -3.66 -0.85 -2.00
H 2.65 2.61 -0.13
H 1.85 -1.41 1.92
H 3.39 0.85 2.52
H 3.37 -0.83 3.28
H 5.64 0.33 1.95
H 5.05 -1.02 0.70
H 5.46 -1.42 2.54

---

6.
33
Properties=species:S:1:pos:R:3 method="wB97M-V/def2-TZVPD" de_lowest_kj_mol=60.8 e_lumo_ev=0.07 spin_multiplicity=1 charge=0 homo_ev=-10.937
O 0.31 -3.40 1.02
H 0.90 -2.66 0.89
H 0.49 -3.89 1.82
O 0.38 0.08 3.05
H -0.52 -0.22 2.91
H 0.63 0.07 3.96
O 1.58 -1.05 0.96
H 1.37 -0.65 1.82
H 2.17 -0.51 0.40
O -0.03 2.71 1.51
H 0.84 2.38 1.89
H -0.56 1.96 1.45
O -2.11 1.03 0.03
H -1.83 0.19 0.38
H -1.61 1.19 -0.75
O -1.63 -1.34 1.75
H -0.97 -1.94 1.43
H -2.34 -1.80 2.14
O 1.41 0.10 -3.36
H 1.58 -0.87 -3.37
H 1.70 0.39 -2.50
O 2.07 1.10 -0.66
H 1.37 1.72 -0.81
H 2.83 1.71 -0.45
O -0.94 1.27 -2.85
H -1.86 1.20 -3.01
H -0.27 0.76 -3.39
O 0.36 3.06 -1.06
H -0.11 2.59 -1.78
H -0.10 2.80 -0.27
O -1.47 -2.67 -1.37
H -1.27 -2.94 -0.44
H -2.38 -2.37 -1.34

---

7.
21
Properties=species:S:1:pos:R:3 method="wB97M-V/def2-TZVPD" de_lowest_kj_mol=485.3 e_lumo_ev="0.43 / 0.34" spin_multiplicity=1 charge=0 homo_ev="-6.655 / -6.924"
C -1.93 -0.77 0.11
C -0.79 -1.52 0.15
C -2.15 0.47 -0.46
C 0.79 0.25 0.22
C -3.29 1.28 0.02
C 1.52 -2.07 -0.19
C 2.39 2.02 0.07
N 0.50 -1.07 0.05
N 1.99 0.65 -0.14
H -2.82 -1.32 0.46
H -0.87 -2.58 0.38
H -3.61 1.09 1.05
H -3.08 2.34 -0.11
H -4.14 1.05 -0.64
H 1.15 -3.06 0.07
H 1.81 -2.08 -1.25
H 2.40 -1.87 0.42
H 3.24 2.08 0.74
H 2.65 2.49 -0.88
H 1.55 2.55 0.51
H 2.70 0.07 -0.59

---

8.
21
Properties=species:S:1:pos:R:3 method="wB97M-V/def2-TZVPD" de_lowest_kj_mol=168.4 e_lumo_ev=-15.42 spin_multiplicity=1 charge=+3 homo_ev=-20.739
O -2.87 -2.24 -2.26
C -2.12 -1.60 -1.67
Sn -0.65 -0.43 -0.50
O -1.16 -3.77 0.07
C -0.87 -2.68 0.02
C 1.32 -0.44 1.02
O 1.93 -0.18 1.95
C -0.34 2.20 -0.48
O 0.36 3.17 -0.26
C 1.26 -0.75 -2.19
O 2.34 -0.90 -2.66
H -1.21 1.55 -1.19
N -1.09 1.35 2.35
C -1.89 1.49 3.41
C -2.95 0.65 3.24
C -2.69 -0.13 2.12
N -1.54 0.33 1.55
H -0.18 1.80 2.21
H -1.70 2.20 4.19
H -3.76 0.45 3.91
H -3.26 -0.89 1.59

---

9.
23
Properties=species:S:1:pos:R:3 method="wB97M-V/def2-TZVPD" de_lowest_kj_mol=136.1 e_lumo_ev=1.00 spin_multiplicity=1 charge=0 homo_ev=-9.112
C 0.61 -1.29 1.32
C -1.82 -2.27 -1.26
C -2.80 -1.24 -1.29
C -0.62 -2.20 -0.61
C -0.41 -1.10 0.24
C -2.52 -0.22 -0.40
C -1.36 -0.13 0.42
H -1.98 -3.00 -2.07
H -3.75 -1.53 -1.73
H 0.06 -3.03 -0.65
H -3.09 0.72 -0.24
H 0.39 -0.61 2.12
H 1.62 -1.08 0.96
H -1.43 0.66 1.15
H 0.66 -2.28 1.78
C 2.31 1.82 0.57
C 1.72 2.83 -0.52
H 3.42 1.96 0.61
H 1.84 2.01 1.52
H 2.18 0.82 0.16
H 0.73 2.52 -0.88
H 2.48 2.91 -1.27
H 1.77 3.72 0.06

---

10.
10
Properties=species:S:1:pos:R:3 method="wB97M-V/def2-TZVPD" de_lowest_kj_mol=395.1 e_lumo_ev=-0.35 spin_multiplicity=1 charge=0 homo_ev=-9.434
C 1.03 0.35 -0.33
C 0.90 -0.96 -0.28
C -0.32 0.85 0.29
N -0.37 -1.48 0.01
N -1.06 -0.45 0.14
O -2.26 -0.42 0.28
F -0.93 1.90 -0.19
H 1.75 1.02 -0.65
H 1.52 -1.73 -0.67
H -0.26 0.92 1.41

---

Look up the charge of the fourth one. -2

---

Among the records above, which one has the lowest charge? C29H39BrCoN4O3S3SbSi